{"formula": "C16H20Br3IO6S", "method": "wB97M-V/def2-TZVPD", "e_homo_ha": -0.341, "total_charge": 0, "e_tot_ev": -258262.1140, "multiplicity": 1, "species": ["C", "C", "C", "C", "C", "C", "C", "C", "C", "O", "C", "C", "C", "C", "O", "I", "C", "O", "S", "O", "O", "O", "C", "H", "H", "H", "H", "H", "H", "H", "H", "H", "H", "H", "H", "H", "H", "H", "H", "H", "H", "H", "C", "Br", "Br", "Br", "H"], "coordinates": [[0.158, 0.275, 4.583], [0.477, -0.446, 3.288], [0.699, -1.809, 3.200], [0.976, -2.352, 1.986], [1.019, -1.634, 0.805], [1.314, -2.456, -0.449], [0.023, -3.221, -0.887], [1.997, -1.703, -1.602], [0.789, -0.275, 0.887], [0.844, 0.517, -0.244], [-0.298, 1.325, -0.470], [-1.298, 0.766, -1.496], [-2.153, -0.342, -0.814], [-3.666, -0.186, -1.028], [-4.226, -0.764, -1.918], [-4.831, 1.038, 0.331], [-0.768, 0.496, -2.920], [-1.288, 1.529, -3.766], [-2.432, 2.414, -3.111], [-3.753, 2.026, -3.456], [-2.200, 3.796, -3.291], [-2.234, 1.870, -1.609], [0.550, 0.282, 2.138], [-0.295, 1.236, 4.339], [-0.626, -0.288, 5.095], [1.048, 0.380, 5.203], [0.647, -2.406, 4.103], [1.174, -3.419, 1.948], [2.011, -3.235, -0.128], [-0.368, -2.835, -1.829], [0.195, -4.297, -0.913], [-0.725, -3.076, -0.104], [2.554, -0.823, -1.290], [2.620, -2.385, -2.184], [1.220, -1.370, -2.299], [0.071, 2.272, -0.887], [-0.861, 1.591, 0.425], [-1.884, -1.339, -1.156], [-1.982, -0.327, 0.265], [0.313, 0.614, -2.908], [-1.167, -0.464, -3.244], [0.367, 1.376, 2.172], [3.133, 3.547, 0.545], [4.781, 2.686, 0.042], [2.081, 2.427, 1.723], [3.438, 5.305, 1.282], [2.556, 3.681, -0.360]], "atomic_forces_ev_per_a": [[-0.50, -0.58, -0.61], [-0.12, 0.38, 0.83], [-0.18, 0.34, 0.97], [0.21, -1.14, 0.09], [0.51, -0.31, -0.91], [-0.04, 0.01, 0.00], [0.32, 0.35, 0.67], [-0.72, -0.25, -0.37], [-0.02, -0.48, 0.08], [-0.87, -0.25, 0.02], [0.68, 0.79, -0.91], [-1.19, 0.37, 1.48], [0.02, -0.08, 0.42], [-0.43, -1.03, -1.63], [0.54, 0.77, 1.15], [0.39, -0.23, -0.08], [-0.57, 0.22, 0.78], [-0.05, 0.36, -0.04], [-1.96, -0.11, 0.30], [0.11, -0.98, -0.49], [1.49, 0.23, 0.42], [0.79, 0.77, -0.74], [-0.90, 1.27, -0.73], [0.31, 0.16, 0.21], [0.28, 0.01, 0.31], [-0.14, 0.11, 0.13], [0.06, -0.15, -0.10], [-0.03, 0.01, -0.14], [0.04, 0.18, 0.14], [0.01, -0.27, -0.07], [-0.01, 0.06, -0.46], [-0.15, -0.04, -0.19], [0.19, -0.19, 0.05], [0.14, 0.08, 0.14], [0.16, 0.19, 0.04], [0.02, -0.10, 0.02], [0.12, -0.24, 0.10], [-0.07, 0.01, -0.17], [0.11, 0.09, -0.09], [0.02, -0.45, -0.30], [0.46, -0.03, -0.32], [-0.71, -1.41, 0.31], [0.08, 0.17, 0.23], [-0.09, 0.02, 0.04], [1.67, 1.52, -0.56], [0.00, -0.11, -0.05], [0.00, -0.01, 0.02]]}

***

{"formula": "C5H9NO", "method": "wB97M-V/def2-TZVPD", "e_homo_ha": -0.355, "smiles": "C[C@@H]1C(=O)N[C@@H]1C", "total_charge": 0, "e_tot_ev": -8868.2448, "multiplicity": 1, "species": ["C", "C", "N", "C", "O", "C", "C", "H", "H", "H", "H", "H", "H", "H", "H", "H"], "coordinates": [[-1.230, -0.574, 1.369], [0.050, 0.154, 0.988], [1.203, -0.735, 0.781], [1.504, -0.280, -0.468], [2.266, -0.652, -1.327], [0.402, 0.784, -0.421], [-0.363, 0.742, -1.740], [-1.602, -1.259, 0.601], [-2.020, 0.132, 1.643], [-1.024, -1.171, 2.270], [0.260, 0.881, 1.783], [1.434, -1.620, 1.210], [0.790, 1.798, -0.276], [0.415, 0.758, -2.517], [-1.012, 1.604, -1.912], [-0.928, -0.182, -1.900]], "atomic_forces_ev_per_a": [[-0.06, 0.01, -0.08], [-0.11, 0.09, 0.13], [0.14, -0.24, -0.03], [0.24, -0.11, -0.22], [-0.13, 0.11, 0.40], [0.07, 0.11, -0.12], [-0.14, -0.02, -0.05], [0.09, 0.15, -0.02], [0.08, -0.08, -0.18], [-0.05, 0.11, -0.20], [-0.01, -0.07, -0.13], [0.02, 0.13, 0.03], [0.10, -0.18, -0.03], [-0.23, 0.03, 0.13], [-0.03, -0.16, 0.20], [0.00, 0.11, 0.18]]}

***

{"formula": "C52H85N7O12", "method": "wB97M-V/def2-TZVPD", "e_homo_ha": -0.372, "total_charge": 0, "e_tot_ev": -90301.4572, "multiplicity": 1, "species": ["O", "C", "O", "C", "C", "C", "H", "H", "H", "H", "H", "H", "O", "C", "O", "C", "C", "C", "H", "H", "H", "H", "H", "H", "O", "C", "O", "C", "C", "C", "H", "H", "H", "H", "H", "H", "O", "C", "O", "C", "C", "C", "H", "H", "H", "H", "H", "H", "O", "C", "O", "C", "C", "C", "H", "H", "H", "H", "H", "H", "O", "C", "O", "C", "C", "C", "H", "H", "H", "H", "H", "H", "C", "C", "C", "C", "N", "H", "H", "H", "H", "H", "H", "H", "C", "C", "C", "C", "N", "H", "H", "H", "H", "H", "H", "H", "C", "C", "C", "C", "N", "H", "H", "H", "H", "H", "H", "H", "C", "C", "C", "C", "N", "H", "H", "H", "H", "H", "H", "H", "C", "C", "C", "C", "N", "H", "H", "H", "H", "H", "H", "H", "C", "C", "C", "C", "N", "H", "H", "H", "H", "H", "H", "H", "C", "C", "C", "C", "N", "H", "H", "H", "H", "H", "H", "H"], "coordinates": [[17.846, 18.924, 13.706], [16.950, 18.903, 14.568], [16.717, 20.079, 15.261], [15.568, 19.968, 16.164], [14.917, 18.653, 15.743], [16.011, 17.830, 15.124], [14.749, 20.677, 16.043], [15.896, 19.729, 17.176], [14.099, 18.836, 15.046], [14.373, 18.182, 16.562], [15.643, 17.169, 14.339], [16.578, 17.150, 15.760], [10.520, 17.329, 13.784], [10.788, 17.901, 14.824], [10.655, 19.324, 15.002], [11.171, 19.698, 16.272], [11.322, 18.388, 17.061], [11.475, 17.271, 16.042], [10.502, 20.440, 16.707], [12.111, 20.218, 16.081], [10.417, 18.169, 17.628], [12.182, 18.473, 17.724], [10.961, 16.386, 16.417], [12.511, 16.975, 15.879], [15.335, 14.791, 14.691], [14.681, 14.563, 15.740], [14.793, 15.404, 16.805], [14.105, 14.923, 17.958], [13.746, 13.475, 17.649], [13.736, 13.467, 16.160], [13.161, 15.461, 18.042], [14.635, 15.050, 18.901], [12.763, 13.147, 17.989], [14.528, 12.801, 17.996], [12.751, 13.704, 15.759], [14.107, 12.533, 15.739], [11.405, 15.133, 19.357], [10.863, 16.082, 19.975], [11.577, 16.939, 20.798], [10.760, 17.839, 21.526], [9.541, 17.917, 20.657], [9.423, 16.503, 20.076], [11.288, 18.792, 21.564], [10.563, 17.424, 22.514], [9.581, 18.618, 19.824], [8.685, 18.094, 21.308], [8.881, 16.371, 19.140], [8.978, 15.811, 20.791], [15.534, 10.773, 15.438], [16.572, 11.031, 14.830], [17.724, 10.418, 15.124], [18.791, 10.919, 14.321], [18.244, 12.245, 13.746], [16.776, 11.963, 13.659], [18.945, 10.268, 13.460], [19.687, 11.116, 14.910], [18.737, 12.289, 12.775], [18.477, 13.165, 14.282], [16.518, 11.542, 12.687], [16.087, 12.801, 13.757], [12.716, 9.711, 20.664], [13.203, 9.331, 19.617], [12.696, 8.291, 18.963], [13.453, 7.965, 17.818], [14.847, 8.560, 18.056], [14.504, 9.782, 18.970], [12.968, 8.239, 16.881], [13.649, 6.892, 17.813], [15.306, 8.804, 17.098], [15.467, 7.827, 18.572], [14.418, 10.635, 18.296], [15.190, 9.957, 19.799], [17.633, 12.081, 18.686], [17.772, 13.265, 17.642], [17.710, 14.606, 18.352], [18.934, 14.886, 19.095], [19.933, 15.143, 19.643], [17.638, 11.088, 18.238], [16.692, 12.185, 19.227], [18.400, 12.195, 19.453], [16.953, 13.177, 16.928], [18.749, 13.151, 17.173], [16.924, 14.700, 19.102], [17.500, 15.325, 17.560], [11.805, 10.679, 12.426], [12.829, 9.697, 12.984], [12.543, 9.311, 14.425], [11.210, 8.722, 14.608], [10.160, 8.284, 14.702], [11.813, 11.643, 12.934], [10.787, 10.306, 12.541], [11.898, 10.871, 11.357], [13.846, 10.089, 12.977], [12.804, 8.843, 12.308], [12.624, 10.206, 15.042], [13.273, 8.562, 14.728], [10.549, 10.809, 17.104], [9.913, 11.944, 17.898], [10.016, 11.735, 19.406], [9.236, 10.588, 19.931], [8.616, 9.723, 20.331], [10.036, 9.870, 17.311], [11.551, 10.622, 17.492], [10.588, 11.083, 16.050], [8.875, 12.179, 17.662], [10.499, 12.832, 17.661], [9.792, 12.652, 19.950], [11.027, 11.433, 19.681], [7.575, 16.023, 16.115], [7.776, 14.585, 16.542], [8.039, 13.605, 15.334], [9.292, 13.824, 14.662], [10.337, 13.967, 14.189], [6.644, 16.174, 15.568], [8.378, 16.384, 15.472], [7.499, 16.688, 16.975], [6.967, 14.282, 17.207], [8.631, 14.559, 17.218], [7.273, 13.780, 14.580], [7.963, 12.588, 15.719], [14.485, 13.333, 21.910], [13.461, 14.385, 22.341], [12.076, 13.853, 22.711], [12.153, 12.616, 23.532], [12.169, 11.638, 24.127], [15.364, 13.852, 21.527], [14.099, 12.549, 21.258], [14.782, 12.922, 22.875], [13.354, 15.119, 21.541], [13.802, 15.024, 23.155], [11.546, 13.660, 21.778], [11.350, 14.570, 23.093], [13.179, 14.403, 10.433], [13.471, 14.454, 11.993], [12.787, 15.548, 12.741], [13.307, 16.883, 12.491], [13.707, 17.947, 12.374], [13.726, 13.633, 9.890], [13.492, 15.360, 10.014], [12.108, 14.323, 10.245], [14.547, 14.400, 12.159], [13.129, 13.534, 12.467], [12.824, 15.402, 13.821], [11.740, 15.526, 12.438], [16.432, 16.318, 11.299], [17.457, 15.178, 11.355], [17.959, 14.697, 9.857], [16.873, 14.735, 8.862], [16.036, 14.779, 8.042], [15.925, 16.342, 12.263], [15.639, 16.241, 10.554], [16.952, 17.254, 11.096], [16.970, 14.304, 11.788], [18.243, 15.312, 12.099], [18.359, 13.683, 9.884], [18.610, 15.477, 9.464]], "atomic_forces_ev_per_a": [[-2.86, -0.82, 2.59], [2.29, 1.23, -1.60], [-1.05, 0.11, 0.39], [0.12, -2.38, -0.74], [-1.10, -0.41, 0.17], [0.43, -0.16, -1.27], [1.04, 0.94, 0.17], [0.33, 1.18, 0.15], [0.31, 0.06, -0.62], [0.45, -0.19, 0.39], [0.11, 0.27, -0.13], [-0.01, 0.31, 0.43], [-0.04, 1.60, 2.14], [0.60, 0.15, -2.10], [-0.31, -2.85, -0.60], [0.05, -0.17, -0.27], [0.50, 0.45, 0.58], [-0.70, 0.82, 0.43], [-0.14, -0.24, 0.16], [0.28, -0.17, 0.19], [0.01, 0.30, 0.23], [-0.17, -0.14, 0.27], [-0.16, -0.10, -0.47], [0.00, 0.26, -0.52], [-2.33, -1.05, 3.23], [1.96, 1.21, -1.73], [0.99, 0.24, -0.36], [-1.74, -0.29, 0.27], [0.29, -0.26, 0.27], [0.51, -0.48, -1.72], [0.19, 0.32, 0.05], [0.45, 0.18, -0.40], [0.24, 0.19, 0.58], [-0.08, -0.08, 0.23], [-0.13, -0.03, -0.25], [-0.31, -0.07, -0.17], [-1.83, 3.23, 2.06], [2.04, -1.65, -0.63], [1.13, -2.00, -1.16], [0.14, 0.30, -0.97], [-1.94, -0.56, 0.20], [0.29, -0.26, -0.03], [0.03, -0.15, 0.35], [-0.01, 0.14, 0.06], [0.20, 0.29, 0.38], [-0.22, 0.48, -0.39], [0.12, 0.22, 0.01], [-0.16, -0.07, 0.16], [1.65, 0.52, -0.88], [-1.91, -1.05, 0.24], [0.07, -0.27, 0.75], [-0.35, 1.52, -0.31], [1.11, -0.17, -0.87], [-0.82, 0.58, 0.14], [0.29, -0.39, 0.39], [-0.11, -0.61, 0.07], [-0.25, 0.61, -0.17], [0.06, -0.27, 0.34], [-0.09, -0.67, 0.19], [0.27, 0.24, 0.17], [0.49, 0.08, -1.36], [-0.11, 0.64, 1.61], [-0.94, -0.33, -0.34], [1.46, -1.09, -0.05], [-0.38, 0.78, 0.19], [0.35, -1.07, -0.65], [-0.14, 0.31, 0.28], [-0.80, -0.17, -0.11], [0.17, 0.28, 0.23], [-0.02, 0.10, 0.05], [-0.26, 0.29, 0.44], [0.16, 0.24, -0.33], [-0.16, 1.13, -0.44], [-0.24, -2.03, 1.65], [-0.09, 0.14, -0.21], [2.34, 0.97, 0.66], [-2.08, -0.65, -0.99], [0.25, 0.11, -0.07], [-0.24, 0.02, -0.07], [0.23, -0.28, -0.13], [0.16, 0.14, -0.24], [-0.18, 0.16, -0.39], [-0.40, -0.32, -0.21], [0.32, 0.58, 0.36], [-0.31, 0.44, 0.04], [-0.41, 0.21, -0.77], [-0.12, -0.40, -0.14], [0.75, 0.45, -0.22], [-0.69, -0.34, 0.12], [0.15, 0.10, 0.09], [-0.02, -0.25, 0.14], [0.37, -0.04, 0.01], [-0.01, 0.17, -0.16], [0.19, -0.34, 0.30], [0.09, -0.12, 0.23], [0.10, 0.17, 0.27], [-0.54, -0.06, 0.61], [0.55, 0.16, 0.28], [0.25, -0.85, 0.44], [0.49, 1.82, -0.80], [-0.75, -1.13, 0.47], [-0.23, -0.04, -0.55], [0.32, 0.28, -0.14], [-0.06, -0.40, -0.03], [0.00, -0.31, -0.29], [-0.12, 0.37, 0.13], [-0.20, -0.12, 0.10], [0.38, 0.35, -0.06], [-0.29, 0.38, -0.22], [0.80, 0.07, -0.15], [-1.42, 0.74, 1.15], [1.82, 0.04, -0.11], [-0.89, -0.13, 0.38], [-0.05, -0.16, -0.13], [0.12, -0.03, -0.01], [0.13, 0.00, 0.13], [-0.34, -0.43, -0.54], [0.38, -0.16, -0.13], [-0.28, -0.26, 0.07], [0.13, -0.10, -0.39], [-0.13, 0.63, 1.58], [-0.37, 1.18, -0.54], [-0.21, -0.66, -0.73], [-0.61, 0.95, -0.62], [0.16, -0.17, 0.25], [-0.02, -0.22, -0.34], [0.02, 0.15, -0.05], [0.35, -0.77, -0.31], [-0.43, -0.06, -0.23], [0.50, -0.40, 0.28], [0.19, -0.90, -0.27], [0.57, 0.25, 0.91], [0.15, 0.83, 1.44], [0.58, -1.79, -1.46], [-0.48, 0.47, -0.22], [-0.24, -0.20, 0.12], [0.27, 0.64, -0.07], [-0.06, -0.10, 0.29], [0.04, 0.04, -0.16], [-0.02, -0.20, 0.02], [0.09, 0.47, 0.00], [-0.26, -0.23, -0.17], [-0.08, -0.15, -0.05], [-0.11, 0.22, 0.30], [0.71, 0.05, 0.38], [-0.94, -1.43, -1.78], [-1.03, 1.37, 1.54], [-2.14, -0.23, -1.52], [2.03, -0.13, 2.02], [0.20, 0.40, 0.00], [0.23, -0.47, -0.14], [-0.17, 0.19, 0.29], [-0.39, -0.28, -0.21], [0.50, 0.62, -0.65], [0.40, 0.31, -0.08], [0.74, -0.42, 0.21]]}

***

{"formula": "C17H27NO8P2", "method": "wB97M-V/def2-TZVPD", "e_homo_ha": -0.312, "smiles": "CCCCOC(=O)N(CCc1ccccc1)PP(=O)(O)O.C[C@@H]1COC(=O)O1", "total_charge": 0, "e_tot_ev": -54514.8716, "multiplicity": 1, "species": ["C", "C", "C", "C", "O", "C", "O", "N", "C", "C", "C", "C", "C", "C", "C", "C", "P", "P", "O", "O", "O", "H", "H", "H", "H", "H", "H", "H", "H", "H", "H", "H", "H", "H", "H", "H", "H", "H", "H", "H", "H", "H", "C", "C", "C", "O", "C", "O", "O", "H", "H", "H", "H", "H", "H"], "coordinates": [[2.144, -0.487, 0.146], [1.119, 0.706, 0.413], [1.093, 1.794, -0.721], [0.159, 1.460, -1.950], [-1.071, 0.878, -1.438], [-1.666, 0.021, -2.325], [-1.775, 0.283, -3.503], [-2.250, -1.236, -1.874], [-1.933, -1.416, -0.423], [-2.580, -2.696, 0.235], [-1.511, -3.805, 0.590], [-0.244, -3.493, 1.229], [0.741, -4.535, 1.505], [0.387, -5.905, 1.113], [-0.890, -6.222, 0.468], [-1.874, -5.182, 0.190], [-1.693, -2.574, -2.882], [0.328, -2.154, -3.658], [1.239, -1.537, -2.640], [0.965, -3.667, -4.015], [0.248, -1.320, -5.082], [2.681, -0.723, 1.112], [2.927, -0.229, -0.605], [1.569, -1.417, -0.111], [1.513, 1.228, 1.336], [0.118, 0.301, 0.697], [2.121, 2.047, -1.087], [0.667, 2.722, -0.255], [0.646, 0.880, -2.767], [-0.128, 2.454, -2.404], [-2.374, -0.525, 0.109], [-0.820, -1.391, -0.252], [-2.981, -2.364, 1.239], [-3.452, -3.123, -0.319], [0.000, -2.440, 1.521], [1.727, -4.294, 1.967], [1.126, -6.721, 1.290], [-1.129, -7.265, 0.165], [-2.845, -5.363, -0.326], [-1.480, -3.758, -2.105], [1.363, -4.027, -3.198], [1.155, -1.129, -5.391], [0.518, 6.922, 3.915], [0.535, 6.377, 2.505], [-0.412, 5.229, 2.288], [0.228, 4.500, 1.242], [1.562, 4.753, 1.343], [2.409, 4.154, 0.761], [1.800, 5.783, 2.202], [1.213, 7.759, 4.006], [-0.480, 7.266, 4.194], [0.845, 6.165, 4.630], [0.358, 7.183, 1.786], [-1.404, 5.558, 1.979], [-0.510, 4.575, 3.159]], "atomic_forces_ev_per_a": [[-0.65, -0.13, 1.02], [1.68, 0.10, 0.32], [-1.33, -0.22, 0.18], [0.83, 2.10, -0.15], [-0.35, -2.13, -0.50], [-0.69, 0.27, -1.56], [0.50, -0.14, 0.60], [2.50, 0.71, 2.11], [-0.58, 0.20, 1.08], [1.17, 0.03, 1.31], [-0.33, -1.33, -0.72], [-0.11, -1.51, -0.25], [-2.45, -0.85, -1.32], [-0.82, 1.36, -0.28], [0.10, 1.69, 0.34], [2.97, 1.01, 1.48], [-1.74, -0.17, -2.57], [2.62, -0.15, 0.92], [-0.97, -0.06, -1.01], [-1.12, 1.32, 0.01], [0.04, -1.61, 1.49], [-0.48, 0.26, -0.92], [-0.85, -0.33, 0.39], [0.86, 0.86, -0.26], [-0.54, -0.34, -0.93], [0.70, 0.51, -0.50], [-0.90, -0.33, 0.35], [0.50, -0.90, -0.57], [-0.62, -0.08, 0.98], [0.28, -1.04, 0.32], [0.55, -0.82, -0.65], [-1.10, -0.16, -0.17], [0.22, -0.27, -1.06], [0.85, 0.37, 0.21], [-0.34, -1.07, -0.36], [-1.06, -0.28, -0.45], [-0.78, 0.74, -0.18], [0.39, 0.87, 0.35], [0.97, 0.01, 0.53], [0.56, 1.04, 0.43], [-0.20, 0.41, -0.42], [-0.36, -0.09, 0.22], [0.44, 0.12, 0.10], [-0.18, 0.45, 0.79], [-0.52, -0.04, -0.13], [0.35, 0.10, 0.10], [0.52, -0.15, -0.19], [-0.22, 0.26, 0.23], [-0.22, -0.39, -0.39], [-0.11, 0.02, -0.02], [0.01, -0.01, -0.09], [-0.13, -0.07, -0.10], [-0.03, -0.10, -0.05], [0.09, -0.13, -0.15], [0.10, 0.13, 0.06]]}

***

| no. | Kohn-Sham gap (eV) |
| --- | --- |
| 1 | 9.219 |
| 2 | 10.568 |
| 3 | 9.855 |
| 4 | 9.033 |